The following is a DFT calculation (ωB97M-V/def2-TZVPD) of a 2-piece molecular cluster, C2H2F3P overall.

## Properties
- E_HOMO (spin up / spin down) (eV) = -8.726 / -8.969
- gap between HOMO and LUMO (spin up / spin down) (eV) = 9.0 / 9.1
- total energy (Eh) = -718.15586
- maximum force (eV/A) = 6.16
- energy relative to the best compared isomer or geometry (same formula, charge and spin) (eV) = 4.4354
- lowest unoccupied orbital energy (spin up / spin down) (eV) = 0.28 / 0.11

```
! wB97M-V def2-TZVPD RIJCOSX def2/J DEFGRID3
* xyz 0 1
C 0.87374 -0.05790 0.61872
C 0.17038 -1.52129 -1.33389
F 1.51723 -0.77114 1.46167
F -0.23620 -2.54303 -0.53085
F 1.25381 -2.00855 -1.97888
P 0.13194 1.34672 0.24764
H -0.62949 -1.11247 -1.81457
H 0.76352 1.90606 1.37490
*
```